Molecular formula: C5H11CdClHoNS
Method: DFT, ωB97M-V/def2-TZVPD

Cartesian coordinates (Å):
1 Ho 0.346 0.359 1.147
2 Cl 1.192 -1.077 0.050
3 C 1.740 1.758 1.048
4 H 1.713 2.418 1.943
5 H 1.614 2.411 0.159
6 H 2.761 1.324 0.998
7 Cd -0.524 -0.920 -1.119
8 C -1.773 -2.551 -0.841
9 C -0.261 -0.556 -3.143
10 C -1.008 0.673 -0.049
11 H -0.644 0.461 -3.377
12 H 0.814 -0.614 -3.417
13 H -0.833 -1.307 -3.731
14 H -2.679 -2.215 -0.290
15 H -2.078 -2.960 -1.830
16 H -1.264 -3.345 -0.255
17 H -0.991 1.677 -0.527
18 H -2.004 0.447 0.393
19 S 1.713 1.775 5.673
20 C 1.265 1.310 4.188
21 N 0.900 0.933 2.981

Summary:
E	-60560.2472	eV
net charge	-2
HOMO level (spin up / spin down)	0.45 / 0.44	eV
multiplicity	5
LUMO energy (spin up / spin down)	4.7 / 4.7	eV